[1]
Below is a 14-piece molecular cluster, H28O14 overall, with properties calculated with ωB97M-V/def2-TZVPD.

CARTESIAN COORDINATES (ANGSTROEM)
O (3.728, -0.043, -1.249)
H (2.786, -0.190, -1.383)
H (3.927, -0.514, -0.430)
O (0.467, -1.575, 2.449)
H (-0.432, -1.185, 2.517)
H (0.395, -2.418, 2.913)
O (-1.304, 1.734, 3.302)
H (-0.851, 1.107, 3.877)
H (-0.893, 1.617, 2.434)
O (-2.379, 1.991, -0.001)
H (-1.714, 2.625, -0.301)
H (-3.189, 2.502, 0.108)
O (-2.272, -1.650, -1.029)
H (-2.483, -1.053, -1.763)
H (-1.367, -1.384, -0.776)
O (0.435, 2.498, 0.860)
H (0.830, 3.371, 0.970)
H (0.730, 2.181, -0.011)
O (0.769, -2.647, -1.229)
H (0.801, -1.813, -1.732)
H (0.132, -3.196, -1.697)
O (0.324, -0.033, -0.063)
H (-0.302, 0.458, 0.487)
H (0.659, -0.728, 0.531)
O (1.153, 2.030, -1.870)
H (1.795, 1.773, -2.542)
H (0.714, 1.220, -1.574)
O (-2.068, 0.993, -2.419)
H (-2.861, 0.982, -2.971)
H (-2.387, 1.085, -1.506)
O (-1.901, -0.587, 1.537)
H (-2.563, 0.009, 1.915)
H (-2.375, -1.086, 0.852)
O (0.186, -0.625, -3.223)
H (-0.222, -1.126, -3.937)
H (-0.442, 0.094, -3.017)
O (2.544, -3.101, 0.959)
H (2.032, -2.943, 0.145)
H (1.916, -2.904, 1.665)
O (2.247, 1.004, 2.453)
H (1.994, 0.092, 2.644)
H (1.441, 1.439, 2.102)

## Properties
**HOMO**: -10.51 eV
**Lowest unoccupied orbital energy**: -0.3 eV
**Total charge**: 0
**Gap between HOMO and LUMO**: 10.2 eV

Atomic partial charges in e from the Mulliken method, atoms 1 to 4: number 1, O, carries -0.69; number 2, H, carries 0.29; number 3, H, carries 0.33; number 4, O, carries -0.57

---

[2]
Below is an isolated molecule of CH6SSi, with properties calculated with ωB97M-V/def2-TZVPD.

CARTESIAN COORDINATES (ANGSTROEM)
Si (-0.265, -0.251, 0.870)
C (-0.197, 0.251, -0.938)
S (1.043, -0.547, -1.954)
H (1.057, 0.120, 1.453)
H (-0.446, -1.671, 0.855)
H (-1.441, 0.089, 1.495)
H (-1.212, -0.024, -1.219)
H (0.167, 1.361, -1.169)
H (2.228, -0.311, -1.129)

## Properties
**HOMO**: -8.84 eV
**Lowest unoccupied orbital energy**: 0.9 eV
**Total charge**: 0
**Gap between HOMO and LUMO**: 9.7 eV
**Structure (SMILES)**: [SiH3]CS

Atomic partial charges in e from the Mulliken method, atoms 1 to 4: number 1, Si, carries 0.51; number 2, C, carries -0.58; number 3, S, carries -0.22; number 4, H, carries -0.12

---

[3]
Below is C27H22N4O8Ti as an isolated structure, with properties calculated with ωB97M-V/def2-TZVPD.

CARTESIAN COORDINATES (ANGSTROEM)
Ti (0.867, -0.291, -0.595)
C (3.512, 1.599, -1.402)
O (2.279, 1.478, -0.725)
C (1.685, 2.637, -0.292)
C (2.299, 3.865, -0.149)
C (1.575, 4.948, 0.351)
C (0.245, 4.795, 0.705)
C (-0.388, 3.581, 0.542)
C (0.317, 2.479, 0.034)
N (-0.233, 1.254, -0.193)
N (-1.501, 1.141, 0.115)
C (-2.188, 0.019, -0.068)
C (-1.717, -1.163, -0.737)
O (-0.515, -1.240, -1.248)
C (-2.585, -2.264, -0.858)
C (-3.862, -2.251, -0.360)
C (-4.370, -1.109, 0.297)
C (-5.680, -1.060, 0.814)
C (-6.153, 0.054, 1.456)
C (-5.322, 1.166, 1.621)
C (-4.040, 1.142, 1.129)
C (-3.536, 0.026, 0.447)
H (3.434, 2.307, -2.236)
H (3.747, 0.609, -1.794)
H (4.305, 1.916, -0.712)
H (3.340, 4.002, -0.401)
H (2.064, 5.905, 0.458)
H (-0.305, 5.636, 1.105)
H (-1.431, 3.446, 0.779)
H (-2.192, -3.140, -1.357)
H (-4.497, -3.121, -0.461)
H (-6.313, -1.928, 0.688)
H (-7.166, 0.080, 1.836)
H (-5.697, 2.044, 2.129)
H (-3.383, 1.988, 1.250)
O (4.087, -2.556, 0.509)
C (3.179, -1.951, -0.036)
O (2.692, -0.818, 0.287)
C (2.552, -2.449, -1.346)
C (2.521, -3.722, -1.902)
C (1.915, -3.874, -3.142)
C (1.385, -2.771, -3.800)
C (1.438, -1.539, -3.162)
N (2.010, -1.413, -1.973)
C (0.885, -0.165, -3.612)
O (0.728, 0.069, -4.802)
O (0.706, 0.601, -2.621)
H (2.936, -4.561, -1.366)
H (1.844, -4.856, -3.590)
H (0.915, -2.855, -4.767)
N (1.370, 0.891, 2.597)
C (0.879, -0.135, 3.502)
C (1.334, -1.523, 3.059)
C (0.841, -1.824, 1.635)
O (0.996, -2.920, 1.115)
O (0.260, -0.841, 1.068)
H (2.364, 0.777, 2.428)
H (1.185, 1.817, 2.962)
H (-0.216, -0.092, 3.476)
H (1.205, 0.025, 4.549)
H (0.969, -2.288, 3.746)
H (2.425, -1.578, 3.020)

## Properties
**HOMO (alpha / beta)**: -3.52 / -4.81 eV
**Spin multiplicity**: 2
**Lowest unoccupied orbital energy (alpha / beta)**: 2.5 / 2.0 eV
**Total charge**: -1
**Gap between HOMO and LUMO (alpha / beta)**: 6.0 / 6.8 eV

Atomic partial charges in e from the Mulliken method, atoms 1 to 4: number 1, Ti, carries -1.71; number 2, C, carries -1.25; number 3, O, carries 0.89; number 4, C, carries 0.95

---

Computed total energy (eV) in order:
-29121.136; -19845.620; -73817.913
Computed relative energy (zero: lowest compared OMol25 entry of this formula, charge and spin) (kJ/mol) in order:
49.8; 167.0; 212.0